54
Properties=species:S:1:pos:R:3:mulliken_charge:R:1 method="wB97M-V/def2-TZVPD" homo_lumo_gap_ev=8.5604 e_above_lowest_ev=2.729 smiles="COc1cc2c(cc1OC)-c1cc(NC3CCCCCC3)nc(=O)n1CC2" e_tot_ha=-1206.4328
O -6.1678 0.5794 0.3396 -0.4687
O -4.2930 2.6560 -0.4109 -0.4772
O 1.4206 -3.2463 -0.6099 -0.7278
N -0.2405 -1.7141 -0.3616 0.0279
N 2.6414 1.0649 0.1317 -0.1804
N 2.0417 -1.1082 -0.2318 -0.3425
C -3.9649 1.3570 -0.1611 0.3056
C -2.3606 -2.5859 0.4514 -0.9910
C 1.6784 0.1383 -0.0197 0.4603
C -2.0745 -0.1726 -0.0592 0.6167
C -7.0439 -0.4656 0.6821 -0.9376
C 5.9780 0.3115 1.7785 -0.7519
C 4.6133 0.9557 1.5518 -0.7440
C -1.2276 -2.7546 -0.5524 -0.9696
C 0.3124 0.5300 0.0447 -1.1600
C -4.8328 0.3069 0.1998 1.3458
C -2.6062 1.0920 -0.2770 -1.1507
C -0.6357 -0.4385 -0.1379 0.7152
C 5.9882 0.9689 -1.5459 -0.7651
C 4.0571 0.7570 0.1369 -0.0910
C 7.0614 0.7404 0.7893 -0.7055
C -2.9426 -1.2160 0.2638 -0.2289
C -4.2959 -0.9613 0.3936 -0.2849
C 4.7794 1.6386 -0.8888 -0.7943
C 1.1418 -2.0830 -0.4126 0.2346
C -5.6360 3.0789 -0.4848 -0.7572
C 6.8629 0.1378 -0.6031 -0.6543
H 2.3656 2.0100 0.3469 0.2650
H 4.0728 1.9069 -1.6779 0.4154
H -3.1156 -3.3575 0.3003 0.3959
H -7.0498 -1.2540 -0.0772 0.3501
H -1.6238 -2.6975 -1.5744 0.2532
H 3.9071 0.5175 2.2613 0.2903
H -0.7031 -3.7062 -0.4333 0.4480
H 6.5957 1.7518 -2.0067 0.3520
H 4.1147 -0.2959 -0.1479 0.6124
H -6.7966 -0.8973 1.6571 0.3464
H 4.6745 2.0278 1.7628 0.3041
H 6.4312 -0.8576 -0.4893 0.3392
H 0.0417 1.5491 0.2587 0.3802
H 5.0892 2.5674 -0.4038 0.2833
H 5.8694 -0.7738 1.7283 0.3584
H -1.9673 -2.6880 1.4680 0.3034
H -6.1944 2.5217 -1.2399 0.2887
H 5.6404 0.3136 -2.3466 0.3358
H 6.3045 0.5618 2.7913 0.3759
H -8.0313 -0.0088 0.7321 0.2532
H 8.0216 0.3966 1.1815 0.3267
H -6.1434 2.9918 0.4779 0.2471
H -4.9435 -1.7829 0.6556 0.4527
H 7.1082 1.8287 0.7279 0.3525
H -5.5845 4.1286 -0.7743 0.2908
H -1.9758 1.9165 -0.5669 0.4745
H 7.8363 0.0092 -1.0822 0.3811

---

55
Properties=species:S:1:pos:R:3:mulliken_charge:R:1 method="wB97M-V/def2-TZVPD" homo_lumo_gap_ev=9.4956 e_above_lowest_ev=0.262 smiles="CC[C@H](C)[C@H](NC(C)=O)C(=O)NC.O=C(O)c1cccc(-c2ccccn2)c1" e_tot_ha=-1281.7103
O 0.6251 -6.8837 4.1936 -0.5746
O -1.0666 2.0392 -3.7327 -0.6788
O -0.8475 -6.0315 5.6766 -0.4532
O -2.1586 4.6149 -1.3089 -0.6188
N 1.7898 -2.5461 -0.0106 -0.4488
N -0.0443 3.9654 -0.8729 -0.1596
N -0.0303 4.0254 -3.7048 -0.1626
C -0.4202 2.8827 -3.1207 0.2739
C -0.8808 6.0013 0.1261 -1.3085
C 0.8122 -3.3765 0.3935 0.3289
C 0.3684 -4.6228 2.5102 -0.3806
C 0.1336 -4.2021 -0.5151 -0.6054
C -0.0293 2.6952 -1.6323 -0.2224
C 0.4686 -4.1787 -1.8668 -0.4602
C -0.2441 -3.4522 4.5356 -0.6368
C 2.1379 -2.5347 -1.3067 -0.3265
C 0.7311 1.5184 1.2272 -1.1802
C 0.2187 -2.2109 2.5081 -0.2560
C 1.4982 -3.3296 -2.2604 -0.3676
C 0.0243 -4.6628 3.8736 0.2200
C -0.6932 1.6040 0.6549 -0.8111
C -0.8031 1.5640 -0.8921 0.7429
C -0.1388 -2.2330 3.8587 -0.5707
C -1.0859 4.7911 -0.7544 0.6959
C 0.4577 -3.4053 1.8158 0.2781
C -0.0427 -5.9448 4.5943 0.3698
C -0.3467 4.4268 -5.0761 -0.9302
C -0.3576 0.1678 -1.3754 -1.6558
H 0.7781 4.1917 -0.3389 0.2697
H -1.8204 6.5486 0.1955 0.3500
H -0.1181 6.6422 -0.3110 0.3163
H -0.5759 5.6799 1.1200 0.3457
H -0.6615 -4.8498 -0.1624 0.4371
H 0.4505 4.6883 -3.1209 0.2391
H -0.5194 -3.4580 5.5874 0.4089
H 1.0135 2.3813 -1.6549 0.3073
H -0.6251 0.0192 -2.4204 0.4784
H 1.8059 -3.2732 -3.2988 0.3786
H 2.9373 -1.8735 -1.6265 0.4015
H 0.5851 -5.5543 1.9917 0.5590
H -0.0510 -4.8059 -2.5872 0.4248
H 0.5651 4.7112 -5.6023 0.3076
H -0.7411 -6.9441 5.9835 0.3445
H 0.7197 0.0492 -1.2713 0.3349
H -0.8234 3.6062 -5.6173 0.3139
H 0.3015 -1.2645 1.9830 0.4738
H -0.3321 -1.3019 4.3829 0.4087
H 1.3299 2.3641 0.8908 0.3145
H -1.2723 0.7747 1.0640 0.5671
H -0.8594 -0.6086 -0.7973 0.3512
H 0.6817 1.5390 2.3163 0.3619
H 1.2159 0.5934 0.9176 0.1905
H -1.8625 1.6749 -1.1302 0.3643
H -1.1629 2.5152 1.0266 0.3448
H -1.0348 5.2734 -5.0581 0.3049

---

56
Properties=species:S:1:pos:R:3:mulliken_charge:R:1 method="wB97M-V/def2-TZVPD" homo_lumo_gap_ev=7.9311 e_above_lowest_ev=2.674 smiles="CCc1ccc(OCC(=O)Nc2ccc(N3CCN(S(C)(=O)=O)CC3)cc2)cc1" e_tot_ha=-1679.8332
S -1.6796 -6.5924 4.2528 1.1812
O 1.4678 0.1277 -3.4494 -0.6969
O -2.9114 -6.2810 4.9135 -0.6741
O -0.4693 -6.0217 4.7750 -0.6345
O 1.1678 3.2689 -1.8212 -0.1952
N 0.6589 0.7781 -1.4092 -0.1086
N -1.0725 -3.8895 1.1328 0.2476
N -1.8591 -6.2532 2.6098 0.0566
C 1.7321 7.3955 -1.8854 0.5417
C 1.3818 4.6196 -1.9146 0.7106
C -1.4941 -8.3879 4.2008 -1.0266
C 1.0035 5.3697 -0.8023 -0.4997
C -1.9986 -3.8303 2.2425 -0.7120
C -0.5768 -6.1434 1.9285 -0.8696
C -0.0741 -2.8006 -0.7866 -0.6414
C -2.7590 -5.1507 2.3303 -1.2615
C 1.9352 5.2648 -3.0117 -0.5201
C 1.5311 2.4502 -2.9075 -0.1858
C 2.1024 6.6396 -2.9865 -0.7177
C -0.7495 -1.4964 1.1046 -0.5919
C 0.3626 -1.6589 -1.4260 -0.6676
C 0.2416 -0.4181 -0.8104 0.7444
C 1.1772 6.7372 -0.7935 -0.6129
C -0.6520 -5.2070 0.7238 -1.1038
C 0.6041 9.5522 -2.4205 -1.0539
C -0.3217 -0.3551 0.4607 -0.8823
C 1.2149 0.9757 -2.6194 0.1345
C -0.6370 -2.7522 0.4946 0.7193
C 1.8774 8.8905 -1.8896 -1.0159
H 0.4015 9.2205 -3.4364 0.3230
H -0.4180 0.6015 0.9554 0.3413
H 2.6070 2.5214 -3.1180 0.3625
H 2.7215 9.1786 -2.5191 0.3513
H 0.0109 -3.7406 -1.3076 0.3603
H -2.7067 -3.0119 2.0819 0.7535
H -0.5555 -8.6214 3.7178 0.3439
H 0.9850 2.7313 -3.8185 0.3730
H -1.3335 -5.6347 -0.0275 0.2690
H -0.2476 9.2862 -1.7986 0.3235
H -1.1573 -1.4099 2.0986 0.4022
H -3.4857 -5.1231 3.1417 0.4730
H 2.0709 9.2457 -0.8755 0.3493
H 0.7907 -1.7218 -2.4122 0.5300
H 0.5234 1.6133 -0.8523 0.0415
H 0.7090 10.6347 -2.4224 0.3499
H 0.8805 7.3041 0.0771 0.3557
H -2.3365 -8.7799 3.6484 0.3134
H 0.1754 -5.7715 2.6343 0.5077
H -1.4774 -3.6653 3.1980 0.3161
H 0.3466 -5.1444 0.2842 0.6581
H 2.5355 7.1287 -3.8473 0.3362
H -3.2823 -5.3523 1.3906 0.2958
H -1.4987 -8.7517 5.2204 0.4072
H -0.2786 -7.1414 1.5926 0.3675
H 2.2402 4.7144 -3.8877 0.4109
H 0.5759 4.8586 0.0463 0.4206

---

60
Properties=species:S:1:pos:R:3:mulliken_charge:R:1 method="wB97M-V/def2-TZVPD" homo_lumo_gap_ev=5.9813 e_above_lowest_ev=0.332 total_charge=-2 e_tot_ha=-2453.4441
Pt -0.2054 -0.7105 0.7156 0.0607
S 1.4718 2.3636 1.7087 0.9321
Si -2.0086 0.6716 0.5633 0.3732
Si -1.7054 -2.3867 0.3585 0.8638
O 4.2059 0.6386 0.7458 -0.4377
O 2.5057 2.0215 2.6701 -0.7845
O 1.6474 0.7005 -1.5420 -0.7256
O 0.2938 2.9617 2.2842 -0.7036
O 0.7100 -3.5219 1.0013 -0.7608
N 3.4607 -0.5287 1.0116 -0.4179
N 1.1428 1.1975 0.6542 -0.1382
N 1.3221 -2.4089 0.7122 0.1566
C 2.2722 2.8285 -0.6660 0.4470
C 3.2354 5.3955 -0.3944 -0.4330
C 2.8264 3.4468 -1.7719 -0.5787
C 2.2080 3.4804 0.5407 0.1028
C -5.6954 -1.7979 -0.9818 -0.5929
C -5.8228 -0.4131 -0.9168 -0.5509
C -4.7484 0.3510 -0.4824 -0.4690
C 1.6630 1.4496 -0.5825 0.5262
C -3.5371 -0.2428 -0.1146 0.4516
C 3.9824 -1.0507 -1.3383 -1.5703
C 3.0975 -3.8158 -0.2149 -1.4200
C -4.4980 -2.3957 -0.6123 -0.3005
C 3.3305 -1.2875 -0.0031 0.8537
C 3.3083 4.7413 -1.6241 -0.5479
C -2.2538 -3.4754 1.8164 -1.2709
C -1.7550 2.1883 -0.5652 -1.1485
C -2.6787 1.4055 2.1891 -1.2510
C 2.6816 4.7661 0.7142 -0.7834
C 2.5136 -2.4920 0.1890 0.2760
C -3.4041 -1.6373 -0.1783 0.0138
C -1.3667 -3.5006 -1.1479 -1.2475
H 3.9876 1.1534 1.5378 0.3623
H -1.3828 -3.8887 2.3241 0.2844
H -6.5295 -2.4049 -1.3222 0.3454
H -1.8851 1.9066 2.7423 0.3200
H -4.8578 1.4320 -0.4283 0.2485
H -1.1309 2.9290 -0.0574 0.2179
H 2.6187 5.2610 1.6748 0.4547
H -2.8910 -4.2949 1.4631 0.3396
H -3.0924 0.6060 2.8102 0.3139
H 4.0112 -4.0468 0.3466 0.3280
H 3.3570 -3.8232 -1.2785 0.2953
H 3.6141 6.4070 -0.3041 0.3746
H 3.2161 -1.0550 -2.1152 0.2916
H -1.2662 1.9042 -1.5006 0.2026
H 3.7447 5.2548 -2.4729 0.3812
H -6.7560 0.0627 -1.2036 0.3458
H -3.4775 2.1307 1.9905 0.3178
H 2.3557 -4.5859 -0.0140 0.4022
H -1.4704 -2.9178 -2.0674 0.2702
H -2.7131 2.6635 -0.8058 0.5362
H -0.3658 -3.9267 -1.0967 0.2957
H -2.0981 -4.3173 -1.1846 0.3528
H -2.8390 -2.8787 2.5220 0.2778
H -4.4123 -3.4785 -0.6689 0.2089
H 4.5035 -0.0982 -1.3566 0.3941
H 2.8686 2.9170 -2.7149 0.4781
H 4.6911 -1.8537 -1.5581 0.4357